Record 1
Computed, not measured: a molecular structure, C15H27F7LiO12P, with the ωB97M-V functional and the def2-TZVPD basis.

```
! RIJCOSX wB97M-V def2-TZVPD def2/J DEFGRID3
* xyz 0 1
P 0.3958 -4.2377 14.5239
F 0.0428 -2.7271 14.8718
F 1.8769 -3.8451 14.0983
F 0.7825 -5.7350 13.9730
F -1.1072 -4.7080 14.9576
F 0.8745 -4.5137 16.0060
F -1.4204 -6.5982 2.1565
F -0.3202 -4.0116 13.0727
O -5.9711 -11.9544 15.2381
O -1.2438 -6.3652 4.3971
O -1.6826 -13.9283 7.8518
O -0.3602 -5.5084 6.2317
O -7.2988 -3.5044 8.7537
O -1.2101 -11.8613 8.7225
O -7.5358 -10.4945 14.6607
O -2.8864 -12.1641 7.1483
O -6.3519 -1.8849 9.7766
O -5.3977 -9.9262 14.3103
O -5.2745 -3.9759 9.6056
O -1.2268 -4.2331 4.6297
C -6.2353 -10.7404 14.6813
C -8.5090 -11.3534 15.2308
C -5.2479 -1.2836 10.4562
C -1.8449 -12.6191 7.9852
C 0.0689 -15.5018 7.1809
C -1.4183 -4.5187 3.2070
C -7.5292 -4.8056 8.2176
C -1.8467 -5.9098 3.2171
C -0.4450 -14.4103 8.2390
C -4.6040 -12.4022 15.2976
C -5.7145 0.1643 10.6779
C -0.9034 -5.3535 5.1833
C -6.2700 -3.2574 9.5125
C -9.9164 -10.7717 15.1969
C -3.5472 -12.8951 6.1184
Li -1.8219 -7.0509 11.2266
H 0.9090 -16.0393 7.6209
H -2.2040 -3.8480 2.8591
H -2.9309 -12.9199 5.2197
H -4.2785 -12.3544 16.3368
H -8.0105 -5.3030 9.0596
H -8.4231 -12.3538 14.8067
H -10.3561 -10.7653 14.1996
H 0.3044 -13.6411 8.4256
H -4.4961 -12.4162 5.8769
H -5.0545 -1.7851 11.4044
H -6.5920 -5.1290 7.7646
H -0.5571 -14.9795 9.1618
H -8.2130 -4.6612 7.3812
H -4.5084 -13.4315 14.9519
H -8.2797 -11.4735 16.2896
H -4.9677 0.8379 11.0982
H -0.5705 -4.3013 2.5574
H 0.6398 -14.9609 6.4262
H -3.6236 -13.9597 6.3394
H -3.8497 -11.8040 14.7863
H -0.5996 -16.2746 6.8016
H -2.9220 -5.9992 3.3719
H -10.5453 -11.3292 15.8910
H -6.0121 0.6442 9.7456
H -6.4652 0.2001 11.4674
H -10.0793 -9.7420 15.5152
H -4.2942 -1.2685 9.9288
*
```

Values from the calculation:
ΔE to the lowest compared entry with this formula, charge and spin (kcal per mole): 10.94
Kohn-Sham gap (eV): 8.28
Strongest force on any atom (eV/Å): 4.01



Record 2
Computed, not measured: a molecular structure, C15H27FeI2NO4PmS2, with the ωB97M-V functional and the def2-TZVPD basis.

```
! RIJCOSX wB97M-V def2-TZVPD def2/J DEFGRID3
* xyz 4 10
Pm -0.1377 1.5816 -2.4190
I 0.0008 -4.0236 -0.7845
I 1.1206 -3.7143 1.6096
Fe -0.3319 -1.5145 -2.5827
S -2.2509 -0.2495 -3.0240
S 1.6240 -0.5233 -3.4379
O -0.8861 4.2979 -0.0036
O 2.4329 3.8784 -1.5277
O -1.6294 0.7565 1.1623
O 1.2563 1.3835 0.8572
N -2.4057 1.5492 3.1544
C -3.6492 1.4340 -1.2189
C -0.5682 -0.0460 3.2123
C 3.7531 -2.2265 -1.9701
C -3.3288 2.3782 2.3948
C 3.4314 -0.7989 -2.4262
C -3.7784 -0.0400 -1.6292
C 4.2772 -0.3576 -3.6257
C 3.5290 0.0977 -1.2111
C 0.6738 1.2719 -0.1288
C -4.8983 -0.3390 -2.6342
C -2.4631 1.6767 4.6284
C -1.5809 0.7502 2.4030
C -0.7485 3.4802 -0.8204
C -3.8119 -0.9565 -0.4387
C 1.6518 3.0824 -1.8296
H -3.9612 2.9498 3.0899
H 3.1731 -2.5125 -1.0736
H 4.0911 -1.0278 -4.4763
H -0.0635 -0.7207 2.4988
H 3.5540 -2.9803 -2.7448
H 3.9681 0.6484 -3.9301
H 2.9160 -0.2938 -0.3864
H -2.8909 1.5235 -0.4151
H 4.5781 0.0920 -0.8539
H -4.7222 0.1949 -3.5827
H -1.0563 -0.6471 4.0090
H -4.6003 1.8423 -0.8179
H -4.7360 -0.8037 0.1371
H -1.5376 2.1309 4.9901
H -2.5846 0.6853 5.0559
H -4.8720 -1.4116 -2.8750
H -3.3388 2.0812 -2.0648
H -3.7673 -2.0114 -0.7286
H -5.9028 -0.0782 -2.2698
H 5.3481 -0.3422 -3.4206
H -2.8056 3.1094 1.7393
H -3.3203 2.3222 4.8540
H -2.9631 -0.7788 0.2312
H 3.2550 1.1373 -1.4200
H -3.9958 1.7792 1.7382
H 4.8335 -2.2840 -1.7109
H 0.1841 0.6355 3.6706
*
```

Values from the calculation:
⟨S²⟩: 24.80
Kohn-Sham gap (spin up / spin down) (eV): 5.07 / 3.82
Strongest force on any atom (eV/Å): 7.91



Record 3
Computed, not measured: C15H27N3O2 in the gas phase, with the ωB97M-V functional and the def2-TZVPD basis.

```
! RIJCOSX wB97M-V def2-TZVPD def2/J DEFGRID3
* xyz 0 1
O -2.8549 3.9655 -0.1846
O -3.0859 1.4033 -1.4912
N -2.6313 2.7093 1.6720
N -1.6234 0.6849 0.0837
N 0.6671 -1.3655 2.5218
C 2.0795 0.6605 2.3253
C 0.1381 1.9954 1.2603
C 2.0129 -0.8687 2.2566
C -1.5799 -0.6527 -0.4717
C -2.1189 1.5005 2.2765
C 1.3587 -1.8341 -3.4598
C -0.2473 -1.0144 -1.1319
C 1.5360 1.3985 1.0909
C -2.4627 1.5935 -0.4663
C 1.4212 -0.4118 -2.9120
C 0.0985 -0.0343 -2.2520
C 1.0120 -2.8176 -2.3464
C -0.3126 -2.4360 -1.6914
C -1.0041 0.9650 1.3684
C -2.6403 2.8913 0.3292
H 1.6440 0.2882 -3.7193
H -1.7405 1.7251 3.2749
H 0.6181 -2.3616 2.3367
H -2.8233 3.5177 2.2454
H -2.9169 0.7507 2.3685
H 0.5353 -0.9849 -0.3681
H -0.6035 0.0251 1.7643
H 2.7499 -1.2809 2.9650
H 3.1307 0.9257 2.4513
H -1.7976 -1.3707 0.3268
H 1.8057 -2.8085 -1.5947
H 2.3162 -2.1041 -3.9106
H 2.3018 -1.2015 1.2563
H 0.4366 -1.2249 3.5010
H 0.9474 -3.8303 -2.7498
H -2.3761 -0.6980 -1.2195
H 0.1403 2.6167 2.1586
H -1.1122 -2.4947 -2.4328
H -0.0608 2.6558 0.4136
H 1.5508 0.9953 3.2198
H 2.2085 2.2286 0.8640
H 2.2301 -0.3421 -2.1792
H 1.5485 0.7351 0.2287
H 0.1571 0.9806 -1.8547
H -0.7000 -0.0476 -2.9960
H -0.5477 -3.1402 -0.8894
H 0.5948 -1.8872 -4.2382
*
```

Values from the calculation:
ΔE to the lowest compared entry with this formula, charge and spin (kcal per mole): 5.63
Kohn-Sham gap (eV): 9.61
Strongest force on any atom (eV/Å): 0.68
SMILES string: NCCCC[C@H]1CNC(=O)C(=O)N1CC1CCCCC1



Number 1: E_tot -69082.061 eV. Number 2: E_tot -114441.914 eV. Number 3: E_tot -24559.675 eV.